Record 1
{
  "formula": "N2",
  "method": "wB97M-V/def2-TZVPD",
  "orbital_gap_ha": [0.293, 0.292],
  "e_lumo_ev": [-13.69, -13.25],
  "spin_multiplicity": 2,
  "energy_ha": -108.694352,
  "homo_ev": [-21.65, -21.21],
  "total_charge": 1,
  "relative_energy_kcal_mol": 170.4,
  "fmax_ha_per_bohr": 0.210,
  "symbols": ["N", "N"],
  "coordinates": [[-0.288955, -0.637429, 0.579705], [0.288955, 0.637429, -0.579705]],
  "forces_ev_per_a": [[3.426, 7.558, -6.873], [-3.426, -7.558, 6.873]]
}

---

Record 2
{
  "formula": "C16H15MgN4O2",
  "method": "wB97M-V/def2-TZVPD",
  "orbital_gap_ha": 0.256,
  "e_lumo_ev": -3.85,
  "energy_ha": -1188.134354,
  "homo_ev": -10.82,
  "total_charge": 1,
  "fmax_ha_per_bohr": 0.004,
  "symbols": ["Mg", "C", "C", "N", "O", "C", "C", "N", "O", "H", "H", "H", "H", "H", "H", "H", "C", "C", "N", "C", "C", "C", "C", "C", "C", "C", "C", "C", "N", "C", "H", "H", "H", "H", "H", "H", "H", "H"],
  "coordinates": [[0.259484, -0.497687, -0.357504], [0.971282, -3.005199, -3.764329], [0.871814, -2.338373, -2.435834], [-0.116946, -1.560551, -2.085785], [-0.993187, -1.195822, -3.137169], [1.913749, -2.584021, -1.447841], [2.957581, -3.639519, -1.599192], [1.845452, -1.789380, -0.399715], [2.640492, -1.888894, 0.582846], [0.228476, -2.636955, -4.461402], [0.843480, -4.081000, -3.627831], [1.971689, -2.858668, -4.171383], [-1.839621, -1.599511, -2.904708], [2.540330, -4.572819, -1.976534], [3.407543, -3.818674, -0.625345], [3.752337, -3.325934, -2.280266], [0.613509, -0.059090, 4.013395], [0.736225, -0.558468, 2.709699], [0.166758, 0.037578, 1.675491], [-0.528706, 1.185249, 1.874874], [-0.705454, 1.749909, 3.135924], [-0.110414, 1.083676, 4.225988], [-1.460692, 2.965389, 3.267379], [-1.989733, 3.572767, 2.185618], [-1.805301, 3.024802, 0.870187], [-2.318155, 3.623464, -0.295514], [-2.094266, 3.043744, -1.517657], [-1.349298, 1.862247, -1.580114], [-0.850539, 1.280245, -0.500821], [-1.079064, 1.843621, 0.713845], [1.093645, -0.580077, 4.828657], [1.325805, -1.439313, 2.485059], [-0.223508, 1.489716, 5.223574], [-1.594473, 3.386031, 4.255486], [-2.557443, 4.488151, 2.289243], [-2.887710, 4.541180, -0.216174], [-2.478892, 3.482661, -2.426511], [-1.156237, 1.369532, -2.525628]],
  "forces_ev_per_a": [[0.031, 0.007, 0.086], [0.030, 0.068, -0.035], [0.033, -0.043, 0.154], [-0.041, 0.017, -0.181], [-0.023, -0.044, 0.037], [-0.148, 0.043, -0.091], [0.023, 0.020, 0.005], [0.143, -0.079, 0.125], [0.003, -0.022, -0.048], [0.004, -0.014, -0.006], [-0.015, -0.001, 0.010], [-0.004, -0.004, -0.004], [0.008, 0.009, -0.016], [0.002, -0.002, 0.002], [-0.001, -0.003, 0.002], [0.006, -0.011, 0.005], [0.004, -0.012, -0.014], [-0.006, 0.009, 0.022], [0.002, 0.049, -0.033], [-0.004, -0.021, -0.096], [-0.020, 0.037, 0.045], [-0.013, 0.022, 0.011], [0.024, -0.036, 0.010], [-0.003, -0.004, -0.038], [-0.019, 0.037, 0.026], [-0.014, 0.022, 0.012], [0.003, -0.002, 0.001], [0.004, 0.008, 0.009], [-0.081, 0.041, -0.002], [0.058, -0.068, 0.020], [0.003, -0.005, -0.005], [0.002, -0.003, 0.001], [0.001, -0.001, -0.001], [0.004, -0.005, 0.002], [-0.001, 0.000, -0.009], [0.001, -0.002, 0.001], [0.007, -0.009, -0.007], [-0.003, 0.004, -0.003]]
}